Here is C24H19IrN14O9SSe as an isolated structure from the OMol25 dataset. Energies are from ωB97M-V/def2-TZVPD.

Strongest force on any atom in Eh/bohr: 0.008
Multiplicity: 6
Kohn-Sham gap (spin up / spin down) in eV: 6.5 / 6.8
Electronic energy in a.u.: -5273.0260
Energy relative to the best compared isomer or geometry (same formula, charge and spin) in kcal per mole: 68.0
Lowest unoccupied orbital energy (spin up / spin down) in eV: -3.903 / -4.781
HOMO (spin up / spin down) in Ha: -0.381 / -0.426
Charge: +1

Atoms and positions in Å:
1 Ir 0.309544 -0.078588 0.337389
2 N -1.503104 3.260770 2.716476
3 C -0.818439 2.117854 2.786683
4 N -0.698310 1.616566 1.573382
5 C -1.340278 2.527661 0.786152
6 N -1.843436 3.541473 1.446664
7 C -1.420626 2.326754 -0.662633
8 C -2.174187 3.121806 -1.513768
9 N -2.224206 2.879832 -2.817616
10 C -1.532506 1.840347 -3.265314
11 C -0.779900 1.027595 -2.427610
12 N -0.724068 1.287758 -1.128486
13 H -1.767492 3.887737 3.459690
14 H -0.431762 1.701682 3.702131
15 H -2.741398 3.959511 -1.128667
16 H -1.572934 1.638703 -4.328431
17 H -0.234293 0.164946 -2.781545
18 N -0.684237 -1.636938 1.895882
19 N -2.029981 -1.817948 1.545458
20 C -2.469857 -1.595015 0.248649
21 O -3.635914 -1.739460 -0.032383
22 O -1.505808 -1.274228 -0.597500
23 H -0.192652 -2.530573 1.901426
24 H -0.623951 -1.228820 2.821711
25 H -2.678620 -2.197516 2.215292
26 O 6.698612 -4.263337 -0.649135
27 N 6.516792 -3.076613 -0.822475
28 O 7.383073 -2.241300 -0.965418
29 C 5.121800 -2.625171 -0.925665
30 C 4.865342 -1.289714 -1.135009
31 C 3.547904 -0.863806 -1.212627
32 C 2.451270 -1.755362 -1.117878
33 O 1.213674 -1.413002 -1.232295
34 C 2.806458 -3.108735 -0.857520
35 C 4.100132 -3.554403 -0.774414
36 N 1.749280 -4.031207 -0.524607
37 O 0.751383 -4.137435 -1.529430
38 O 1.365253 -4.151853 0.655862
39 N 3.336557 0.576680 -1.347887
40 O 2.214194 1.037915 -1.137814
41 O 4.284684 1.265957 -1.637958
42 H 5.677754 -0.584324 -1.225505
43 H 4.326378 -4.590876 -0.568217
44 C -2.512246 -5.953480 -4.697873
45 C -2.152052 -4.570109 -4.271202
46 C -2.405667 -3.443724 -5.048133
47 C -2.014201 -2.212798 -4.556574
48 N -1.422748 -2.072521 -3.365806
49 C -1.264240 -3.205565 -2.720423
50 S -0.522204 -3.132780 -1.068398
51 N -1.565570 -4.431969 -3.073947
52 H -2.914517 -5.969581 -5.707830
53 H -3.253454 -6.365866 -4.012768
54 H -1.631662 -6.593370 -4.648048
55 H -2.891077 -3.528460 -6.009640
56 H -2.173098 -1.305737 -5.127247
57 Se 2.855131 -1.719033 2.390605
58 N 2.156007 -0.195284 1.740255
59 C 3.009314 0.783008 1.999810
60 C 2.847177 2.155437 1.627974
61 C 3.827641 3.027983 1.955681
62 C 5.012397 2.624528 2.667697
63 C 5.204610 1.342622 3.044624
64 C 4.197861 0.374491 2.717094
65 N 4.283864 -0.901886 3.026008
66 H 1.972386 2.462779 1.071906
67 H 3.731127 4.066725 1.668530
68 H 5.758066 3.373935 2.894469
69 H 6.086832 1.016233 3.576599

Cartesian forces (eV/Å) of the 2 atoms listed first:
-0.2 0.0 0.0
0.0 0.0 0.0

Results of the natural (NBO) charge analysis, in e, for atoms 1 through 8: number 1, Ir, carries 1.284; number 2, N, carries -0.319; number 3, C, carries 0.210; number 4, N, carries -0.536; number 5, C, carries 0.282; number 6, N, carries -0.220; number 7, C, carries 0.107; number 8, C, carries 0.048

Here is C40H63N4O8Y as an isolated structure in a non-equilibrium geometry from the OMol25 dataset. Energies are from ωB97M-V/def2-TZVPD.

Strongest force on any atom in Eh/bohr: 0.022
Kohn-Sham gap in eV: 3.5
Electronic energy in a.u.: -2420.7796
Energy relative to the best compared isomer or geometry (same formula, charge and spin) in kcal per mole: 46.2
Lowest unoccupied orbital energy in eV: -6.109
HOMO in Ha: -0.354
Charge: +2

Atoms and positions in Å:
1 Y 1.408240 0.450802 -0.709567
2 C -1.405100 0.084267 1.702311
3 C -0.746077 1.321646 2.230429
4 O -0.056842 1.955910 1.163804
5 C 0.348231 3.282163 1.486092
6 C 1.309681 3.739268 0.416658
7 O 2.285563 2.750501 0.133518
8 C 3.392099 2.681028 1.040903
9 C 3.219342 1.586940 2.067566
10 O 2.798776 0.420402 1.379308
11 C 2.896290 -0.807801 2.097684
12 C 3.094029 -1.888365 1.080219
13 O 1.980719 -1.853522 0.187569
14 C 2.140124 -2.757525 -0.904150
15 C 0.880752 -2.743976 -1.779708
16 O -0.002412 -1.637961 -1.516316
17 C -1.171739 -1.953841 -0.769210
18 C -0.897516 -2.020632 0.711644
19 O -0.400636 -0.760737 1.164811
20 H -2.150182 0.348020 0.934136
21 H -1.927966 -0.419690 2.521858
22 H -0.040097 1.072394 3.029439
23 H -1.513890 1.986159 2.638576
24 H 0.818450 3.293830 2.474309
25 H -0.519091 3.949792 1.518593
26 H 1.785787 4.673425 0.722740
27 H 0.787534 3.921562 -0.521290
28 H 3.527810 3.642111 1.541437
29 H 4.264885 2.471202 0.429552
30 H 2.498464 1.841025 2.852610
31 H 4.191123 1.409403 2.537256
32 H 1.985599 -0.969903 2.681127
33 H 3.756113 -0.783935 2.769718
34 H 3.146203 -2.863081 1.573103
35 H 4.013809 -1.713343 0.519098
36 H 2.313469 -3.763280 -0.510524
37 H 2.998970 -2.443263 -1.495617
38 H 0.318232 -3.672632 -1.671782
39 H 1.183335 -2.644359 -2.818189
40 H -1.594618 -2.898725 -1.121246
41 H -1.892294 -1.159271 -0.982633
42 H -0.128630 -2.759547 0.923847
43 H -1.804863 -2.295338 1.257698
44 N -3.277398 2.872992 -2.785114
45 C -1.987392 2.729726 -3.489408
46 C -0.843366 2.613537 -2.512726
47 N -0.751074 1.308970 -1.830423
48 H -4.022327 2.932741 -3.474277
49 H -3.299834 3.756565 -2.284302
50 H -3.691342 1.486442 -1.921490
51 H -1.783304 3.566079 -4.161590
52 H -2.042474 1.831059 -4.106649
53 H -0.932561 3.383192 -1.742170
54 H 0.083599 2.793995 -3.053092
55 H -0.858374 0.571251 -2.527775
56 H -1.544352 1.205567 -1.200860
57 C 6.020188 -1.674883 -1.413182
58 C 5.945297 -0.239622 -1.949177
59 C 5.645105 0.750410 -0.826763
60 C 5.038359 -0.185018 -3.173947
61 C 5.682821 -0.407618 -4.390419
62 C 5.007720 -0.481776 -5.594620
63 C 3.635619 -0.316613 -5.568903
64 C 2.953803 -0.088867 -4.379592
65 C 1.456786 0.134933 -4.468040
66 C 1.162128 1.486720 -5.126480
67 C 0.715575 -0.981183 -5.211242
68 C 3.635296 -0.021068 -3.131895
69 N 2.903816 0.185468 -1.964977
70 H 6.533924 -1.721162 -0.447453
71 H 6.552789 -2.323931 -2.109820
72 H 5.015979 -2.087056 -1.294704
73 H 6.941496 0.014990 -2.319035
74 H 4.662601 0.555252 -0.398552
75 H 5.655433 1.777170 -1.206480
76 H 6.412803 0.668676 -0.050896
77 H 6.763000 -0.522999 -4.386242
78 H 5.535336 -0.657899 -6.522477
79 H 3.080623 -0.360365 -6.501790
80 H 1.083427 0.160990 -3.440511
81 H 1.574161 1.509003 -6.137355
82 H 1.632592 2.302022 -4.570666
83 H 0.084277 1.679735 -5.211960
84 H 0.889299 -0.922326 -6.288050
85 H -0.368807 -0.915339 -5.056468
86 H 1.050881 -1.967581 -4.887198
87 C -5.389696 -2.395096 3.224493
88 O -5.299669 -2.522893 1.799601
89 C -5.649845 -3.695747 1.244380
90 C -5.663605 -4.892176 1.958312
91 C -5.927349 -6.097241 1.332969
92 C -6.177305 -6.139315 -0.032347
93 C -6.170663 -4.960332 -0.742855
94 C -5.922310 -3.734590 -0.125789
95 N -5.954849 -2.629193 -1.061743
96 C -5.663826 -1.366827 -1.149462
97 C -5.672400 -0.291721 -0.197551
98 C -6.667170 -0.162924 0.787459
99 C -6.790771 1.006477 1.498211
100 C -5.917527 2.064592 1.235310
101 C -4.940791 1.968926 0.261243
102 C -4.817092 0.792527 -0.475654
103 O -3.886492 0.623079 -1.427787
104 H -5.360512 -1.329963 3.431111
105 H -4.544549 -2.879661 3.710734
106 H -6.323478 -2.818384 3.593786
107 H -5.450737 -4.876901 3.016898
108 H -5.923337 -7.008900 1.915147
109 H -6.379327 -7.073787 -0.535420
110 H -6.384605 -4.981673 -1.807369
111 H -6.126970 -3.021314 -1.980616
112 H -5.488654 -1.058248 -2.175939
113 H -7.377442 -0.963419 0.932410
114 H -7.576462 1.115836 2.233057
115 H -6.018697 2.987337 1.792395
116 H -4.279774 2.800654 0.056479

Cartesian forces (eV/Å) of the 2 atoms listed first:
0.8 -0.4 0.7
-0.1 -0.1 -0.1

Results of the Mulliken charge analysis, in e, for atoms 1 through 8: number 1, Y, carries 0.055; number 2, C, carries -0.027; number 3, C, carries -1.228; number 4, O, carries 0.100; number 5, C, carries -0.755; number 6, C, carries -0.773; number 7, O, carries -0.276; number 8, C, carries -0.533